186
Properties=species:S:1:pos:R:3:forces:R:3 method="wB97M-V/def2-TZVPD" charge=+2 molar_mass_g_mol=1230.237 energy_ha=-8836.567701 gap_ev=10.7
C 2.482199 -3.656670 -0.609212 -0.09 -1.04 0.33
C 3.855711 -3.814967 -0.006884 0.77 -1.04 1.39
C 4.947326 -2.979882 -0.653344 -0.08 -0.13 -0.84
C 4.731143 -1.548708 -0.204327 0.31 1.16 1.37
P 5.391200 -0.174070 -1.155319 -0.36 0.93 0.12
C 4.889963 1.481240 -0.510608 0.62 -0.11 0.17
C 5.282274 2.709148 -1.394175 -0.21 -0.61 1.11
C 5.214147 3.986995 -0.467232 -0.91 -1.27 -2.53
C 6.406399 4.059502 0.432037 -0.15 0.60 0.09
C 7.208960 -0.378219 -1.163650 0.22 1.01 0.18
C 7.895241 -0.279142 0.256509 -0.94 -0.86 -1.32
C 9.417730 -0.353012 0.073546 0.28 -0.40 1.17
C 9.947595 -1.379335 -0.915222 -0.59 -1.35 -1.19
C 4.654300 -0.173653 -2.806468 0.47 1.11 0.23
C 3.144668 0.019012 -2.996519 -0.53 -0.99 1.44
C 2.780013 -0.464094 -4.395588 0.71 0.15 -1.20
C 2.941461 -1.985534 -4.680116 -0.68 0.58 -0.13
H 1.897147 -4.522490 -0.253493 -0.08 0.37 -0.26
H 2.474385 -3.673063 -1.709964 0.02 0.24 0.38
H 2.052098 -2.785305 -0.173230 -0.76 0.86 -0.30
H 4.106600 -4.895873 -0.024516 0.22 0.61 -0.06
H 3.844759 -3.530079 1.101150 -0.14 -0.44 -1.27
H 4.876812 -3.108126 -1.768917 0.29 0.12 0.89
H 5.932027 -3.294602 -0.280335 -0.19 -0.08 -0.45
H 5.171459 -1.433546 0.814359 -0.09 0.01 -0.58
H 3.697556 -1.281070 0.007458 -0.31 -0.15 -0.33
H 5.381944 1.594941 0.450838 0.05 -0.15 0.25
H 3.820738 1.521617 -0.275910 0.02 -0.39 -0.20
H 4.585627 2.733089 -2.233665 0.10 0.37 -0.07
H 6.299986 2.577567 -1.773583 -0.04 0.14 -0.09
H 4.194268 3.948092 -0.040972 0.63 0.28 0.41
H 5.242524 4.820162 -1.183203 -0.14 0.12 0.39
H 6.226819 4.890053 1.108071 0.50 0.25 0.13
H 7.273714 4.257222 -0.229986 -0.19 -0.20 0.80
H 6.521939 3.185823 1.065512 0.27 -0.18 -0.09
H 7.721660 0.350735 -1.814954 -0.57 0.03 0.07
H 7.409858 -1.325437 -1.639174 -0.04 -0.57 -0.03
H 7.533381 -1.133993 0.842619 0.15 0.25 0.09
H 7.521639 0.633112 0.729108 0.46 -0.10 0.19
H 9.857024 -0.642459 1.061956 -0.33 0.57 -0.64
H 9.794487 0.630818 -0.187611 0.14 0.19 0.00
H 9.564042 -2.415273 -0.750093 0.00 0.67 0.36
H 11.034587 -1.512122 -0.837489 -0.26 0.43 -0.19
H 9.649126 -1.213403 -1.990131 0.60 0.28 0.98
H 5.052446 -1.026404 -3.312566 0.01 -0.67 -0.52
H 5.075959 0.708470 -3.290821 0.53 -0.09 -0.13
H 2.824466 1.061724 -2.851577 0.50 -0.09 -0.27
H 2.551505 -0.482842 -2.173134 0.51 -0.06 -0.97
H 3.418824 0.086008 -5.145378 -0.62 -0.27 0.74
H 1.752924 -0.141980 -4.561238 -0.11 -0.22 -0.33
H 2.178962 -2.460249 -4.090388 -0.36 -0.62 0.33
H 3.892840 -2.415252 -4.384684 0.24 0.16 0.03
H 2.755898 -2.287638 -5.733649 0.16 0.55 0.60
C -4.249864 -0.330900 3.273635 1.27 -2.03 -0.35
C -4.795439 -1.683833 2.693132 -0.41 0.19 -0.14
C -4.016464 -2.063536 1.420040 -0.30 -1.65 0.80
C -4.582020 -3.320552 0.670787 0.84 0.10 0.83
P -3.309083 -4.008272 -0.444462 -1.15 -0.77 0.84
C -1.856708 -4.462688 0.632368 0.37 0.73 -0.60
C -2.163546 -5.399992 1.796182 -0.05 -0.35 1.30
C -0.908678 -5.755897 2.692182 -1.28 -0.58 -0.33
C -1.303728 -6.265071 4.101930 -0.27 -0.52 0.02
C -4.067677 -5.402044 -1.321810 -0.57 -1.06 0.80
C -5.397779 -5.167820 -2.050071 0.22 0.48 1.02
C -5.903307 -6.300349 -2.855924 -0.79 -3.06 -1.53
C -5.215542 -6.779938 -4.169232 0.86 1.15 -0.03
C -2.816218 -2.718700 -1.538003 1.51 0.33 1.23
C -3.732607 -2.023275 -2.455683 -1.32 -0.59 -1.48
C -3.067845 -0.834695 -3.169671 -2.25 0.61 1.19
C -2.006847 -1.110211 -4.141630 0.46 -0.92 -1.50
H -4.013218 0.325537 2.425961 -0.01 0.08 0.35
H -3.312691 -0.563941 3.860769 -0.74 0.42 -0.79
H -4.915701 0.125607 3.962696 -0.77 0.47 0.43
H -5.872015 -1.614171 2.426518 0.51 0.22 0.14
H -4.756294 -2.513924 3.425447 0.19 0.49 -0.21
H -2.959761 -2.231806 1.681093 -0.31 0.21 -0.05
H -4.058180 -1.268200 0.730389 0.12 1.23 -0.79
H -5.543179 -3.129080 0.198779 0.13 0.13 -0.40
H -4.784723 -4.133677 1.368538 0.00 -0.06 0.25
H -1.566280 -3.453488 1.029429 0.04 -0.83 -0.32
H -0.983303 -4.815083 0.019655 -0.91 0.26 0.28
H -2.640638 -6.354193 1.490684 0.28 0.52 -0.05
H -2.877116 -4.914769 2.483472 0.05 -0.03 -0.35
H -0.307074 -4.871475 2.891921 0.25 0.06 -0.67
H -0.390244 -6.557352 2.116980 0.28 0.79 0.66
H -1.536510 -7.328315 4.146402 -0.20 -0.10 -0.41
H -2.167153 -5.764723 4.577864 0.44 0.14 -0.45
H -0.465598 -6.195704 4.787597 0.21 0.33 0.06
H -4.232633 -6.281706 -0.646144 0.27 0.87 -0.08
H -3.371346 -5.781861 -2.019515 1.17 -0.26 -0.94
H -5.362505 -4.279433 -2.659802 -0.09 0.46 -0.09
H -6.170411 -5.088234 -1.284803 0.00 0.71 0.08
H -6.933957 -6.046067 -3.146648 0.23 -0.02 0.12
H -6.005737 -7.222253 -2.259407 -0.07 0.44 0.34
H -5.082106 -5.857451 -4.747629 0.49 -0.26 -0.28
H -5.783677 -7.429967 -4.820977 -0.84 -0.07 0.33
H -4.263138 -7.348884 -4.108036 -0.27 0.76 0.51
H -1.949238 -3.073477 -2.030852 1.07 -0.54 -0.78
H -2.386120 -1.994911 -0.831386 -0.01 0.16 0.03
H -4.624197 -1.777480 -1.877249 -0.11 0.65 -0.18
H -4.120386 -2.729196 -3.217511 0.30 0.28 0.17
H -2.734698 -0.178127 -2.380982 0.33 0.49 0.32
H -3.862414 -0.294586 -3.708654 0.07 -0.08 0.31
H -1.644815 -0.154926 -4.553164 0.08 -0.49 0.05
H -2.466714 -1.709061 -4.975869 0.77 0.46 0.55
H -1.180650 -1.670741 -3.696056 0.12 0.10 -0.25
C -4.521790 7.555687 -3.383914 0.57 -1.36 1.55
C -4.703816 7.224066 -1.858201 1.75 -0.33 -1.47
C -3.871990 5.924610 -1.599885 -0.90 0.45 -0.25
C -3.824923 5.408656 -0.174153 -0.65 1.09 1.84
P -2.895148 3.876201 0.077675 0.40 1.84 -2.01
C -3.741087 2.693269 -0.917679 0.44 0.02 -1.01
C -5.052063 2.291073 -0.352157 -1.20 -1.51 -0.01
C -5.598918 1.072314 -1.130869 0.57 -0.19 1.25
C -5.901863 1.417203 -2.550787 0.46 -1.82 -0.84
C -1.246443 4.130567 -0.628024 -0.44 -1.64 -0.05
C -0.297800 5.191004 -0.169894 -1.12 0.51 0.51
C 1.076408 4.926443 -0.671045 0.79 -0.51 -0.69
C 1.957603 6.140452 -0.462566 -0.30 -0.18 0.95
C -2.623355 3.411886 1.713545 -0.30 -0.14 1.38
C -3.650147 3.655788 2.827733 -0.63 -1.64 -0.38
C -3.132057 3.052019 4.184889 -2.76 -0.71 -2.34
C -1.873832 3.674388 4.587212 1.57 -1.47 0.14
H -3.489193 7.795737 -3.629831 0.08 -0.18 -0.05
H -5.112096 8.382143 -3.635811 -0.96 1.16 -0.52
H -4.860623 6.664670 -3.911346 0.11 0.19 -0.45
H -5.770792 7.074080 -1.763557 -0.14 0.10 0.87
H -4.241913 8.044781 -1.296269 -0.74 -0.10 0.29
H -2.851690 6.141821 -1.927519 -0.05 -0.21 -0.13
H -4.318146 5.169161 -2.236366 0.16 -0.22 -0.40
H -4.820374 5.301923 0.339645 0.59 -0.08 -0.79
H -3.374516 6.233971 0.415232 0.15 -0.58 0.07
H -3.128958 1.828603 -1.190649 0.16 0.16 0.28
H -3.980452 3.228611 -1.840427 0.45 -0.10 -0.14
H -5.766669 3.094769 -0.473255 -0.26 0.30 0.24
H -5.011974 2.003476 0.688325 0.14 0.10 0.46
H -6.475968 0.688225 -0.609215 -0.37 0.28 -0.14
H -4.901350 0.213803 -1.012072 0.05 0.63 -0.36
H -5.063905 1.759366 -3.151693 0.21 0.22 0.18
H -6.701327 2.089993 -2.628274 -1.07 1.26 -0.04
H -6.247477 0.516615 -3.061210 -0.05 -0.07 -0.13
H -1.372503 4.257943 -1.679062 -0.39 0.07 -1.04
H -0.799127 3.128208 -0.564385 0.14 0.08 0.21
H -0.216240 5.213107 0.898350 -0.18 0.17 0.88
H -0.716718 6.154138 -0.478392 0.34 0.15 -0.03
H 1.040496 4.716648 -1.758614 0.07 -0.31 0.47
H 1.431463 4.028741 -0.093311 0.04 0.66 -0.86
H 2.105377 6.263851 0.618643 -0.17 0.42 -0.17
H 1.472219 7.018468 -0.903543 0.34 -0.04 0.17
H 2.943699 5.998086 -0.849634 0.56 0.02 -0.55
H -1.782789 4.062303 1.920360 0.75 -0.37 0.36
H -2.347611 2.350136 1.633873 0.38 0.21 0.30
H -4.616312 3.161359 2.504467 0.83 0.70 0.68
H -3.799097 4.720179 2.947248 -0.23 0.31 0.01
H -3.195988 1.921493 4.078765 0.68 1.34 0.32
H -3.912426 3.327092 4.870635 -0.39 -0.09 0.65
H -1.947843 4.733297 4.664573 -0.01 0.88 0.09
H -1.073853 3.387735 3.888405 0.04 0.29 0.29
H -1.641713 3.237193 5.546714 0.57 0.27 0.47
C 1.732526 -2.746390 3.979724 2.03 -0.79 -1.60
C 0.935032 -1.627026 4.302589 0.93 0.75 1.77
O 0.013798 -1.617259 5.021454 -2.44 0.20 0.77
N 1.578061 -0.358841 3.946911 -2.05 0.68 -1.01
H 2.523197 -0.587753 3.680370 1.10 0.74 0.08
H 1.093955 0.003466 3.130412 0.11 -0.11 -0.87
C 1.316571 0.687729 4.946407 1.59 -0.59 1.54
H 1.190236 -3.607710 4.211947 -0.69 -1.51 0.11
H 2.699275 -2.768465 4.531145 -0.55 0.35 -0.42
H 1.918230 -2.625312 2.904646 0.43 -0.67 -0.03
H 0.291057 0.665195 5.252966 -0.51 -0.10 -0.15
H 1.609998 1.614405 4.525951 0.29 0.86 -0.23
H 1.953818 0.426489 5.807831 -0.30 0.48 -0.25
As 5.156632 0.314217 3.731680 -7.18 -1.52 -11.09
F 4.094330 -0.021819 2.335132 -0.52 -0.21 0.39
F 4.105172 -0.745939 4.666851 -0.11 -0.31 0.00
F 6.022693 0.561343 4.912320 7.47 2.19 9.83
F 5.996026 1.358720 2.621632 0.44 0.16 0.26
F 4.063307 1.677675 4.088654 0.33 -0.78 0.07
F 6.111515 -1.045851 3.126030 -0.38 0.35 0.56
As 0.073873 0.053561 0.444881 -0.97 -0.65 1.21
F -1.716318 0.377165 0.105049 2.08 -0.01 0.41
F 0.567642 1.198673 -0.729770 -0.29 -0.10 -0.01
F 1.755410 -0.262096 0.883506 -0.97 -0.07 -0.32
F -0.470519 -1.194648 1.606062 0.34 1.08 0.19
F 0.043318 -1.290382 -0.666743 0.15 0.85 -0.31
F 0.126167 1.321570 1.752478 -0.54 -1.25 -1.12